No. 1
{
  "formula": "CH2CuO4",
  "method": "ωB97M-V/def2-TZVPD",
  "symbols": ["Cu", "O", "O", "O", "O", "C", "H", "H"],
  "positions_angstrom": [[-1.7233, -0.9695, 0.4657], [2.1628, 0.1188, -0.9471], [2.1335, 0.4015, 1.2340], [0.6030, -0.8060, 0.4077], [-3.1287, 0.3828, 0.1158], [1.5777, -0.0856, 0.1893], [-3.3457, 1.3084, 0.2059], [1.7205, -0.3504, -1.6713]],
  "atomic_forces_ev_per_a": [[-0.728, 2.037, -0.264], [0.361, 0.383, -0.790], [-0.200, 0.167, -0.180], [-0.492, 0.031, -0.121], [0.772, -1.857, -0.041], [-0.084, -0.829, 0.991], [0.515, 0.043, 0.274], [-0.144, 0.025, 0.132]],
  "multiplicity": 2,
  "e_homo_ev": [-8.4, -8.3],
  "s2": 0.757,
  "lumo_energy_ha": [-0.017, -0.150],
  "energy_ha": -1980.62661,
  "de_lowest_kcal_mol": 25.0
}

---

No. 2
{
  "formula": "C5H9NO",
  "method": "ωB97M-V/def2-TZVPD",
  "symbols": ["O", "N", "C", "C", "C", "C", "C", "H", "H", "H", "H", "H", "H", "H", "H", "H"],
  "positions_angstrom": [[1.7378, 1.3650, -2.1620], [1.2402, -0.7470, -1.4998], [1.0155, 0.6013, -1.5546], [-0.9393, 0.1615, 0.1612], [-0.5564, -1.0727, 2.2821], [-0.1580, 1.1289, -0.7510], [-0.2192, -0.0730, 1.4876], [0.5290, 0.6685, 1.6585], [-1.2754, -0.7219, -0.3553], [-0.0511, -1.3154, 3.2056], [-1.7932, 0.7320, 0.4438], [1.7746, -1.1750, -2.2305], [0.2048, 1.9768, -0.1765], [-1.2214, -1.8374, 1.8947], [0.5815, -1.2865, -0.9660], [-0.8695, 1.5950, -1.4378]],
  "atomic_forces_ev_per_a": [[-0.108, -0.121, -0.257], [-0.647, 0.447, 0.255], [0.361, 0.177, 0.172], [1.344, 1.163, 0.503], [0.726, -0.577, -0.176], [-0.506, -0.305, -0.021], [-0.860, -0.674, -1.241], [0.460, 0.296, 0.716], [-0.125, -0.463, -0.050], [-0.047, 0.253, 0.163], [-1.108, 0.261, 0.065], [0.242, -0.097, 0.012], [0.188, 0.017, 0.195], [-0.295, 0.132, 0.212], [0.173, -0.325, -0.237], [0.200, -0.185, -0.310]],
  "smiles": "C=CCCC(N)=O",
  "e_homo_ev": -9.6,
  "lumo_energy_ha": 0.034,
  "energy_ha": -325.89965,
  "de_lowest_kcal_mol": 23.8
}

---

No. 3
{
  "formula": "C28H33N6O3PS4V",
  "method": "ωB97M-V/def2-TZVPD",
  "symbols": ["V", "S", "S", "S", "S", "P", "O", "O", "O", "N", "N", "N", "N", "N", "N", "C", "C", "C", "C", "C", "C", "C", "C", "C", "C", "C", "C", "C", "C", "C", "C", "C", "C", "C", "C", "C", "C", "C", "C", "C", "C", "C", "C", "H", "H", "H", "H", "H", "H", "H", "H", "H", "H", "H", "H", "H", "H", "H", "H", "H", "H", "H", "H", "H", "H", "H", "H", "H", "H", "H", "H", "H", "H", "H", "H", "H"],
  "positions_angstrom": [[-1.1725, -0.7198, -0.0407], [-2.9386, 0.3998, 3.2036], [-0.0917, 0.8988, 1.3530], [-1.5864, -0.1752, -2.6702], [-3.0279, -2.3867, 0.0676], [-0.9484, 0.3056, 3.1190], [2.4189, -1.4019, -0.9458], [2.0566, -3.1686, -3.4325], [0.2634, -1.7216, -0.3828], [-6.3510, -0.2856, -0.1545], [-2.9481, 0.7185, 0.0037], [-4.1909, 0.0706, -0.1231], [0.9289, 0.7877, -2.8156], [0.6065, -1.4659, -3.2744], [-5.6075, -1.4531, -0.0612], [-0.0221, -3.8612, 4.8583], [-0.2129, 1.4278, 4.3560], [-0.2141, -2.4246, 2.9342], [4.2045, -1.0657, -3.1973], [0.9516, 3.1132, -3.6094], [0.1029, -0.2254, -2.9321], [-5.7024, 2.0957, -0.2652], [5.1622, 0.4352, -4.8211], [-4.2895, -1.2731, -0.0310], [-0.4687, -1.5111, 5.1425], [3.0180, -1.0686, -3.9121], [-0.4481, -1.3284, 3.7541], [3.9702, 0.4243, -5.5428], [-5.4536, 0.6353, -0.1782], [0.5750, 2.1678, -2.4770], [1.9028, -1.9787, -3.4953], [1.7594, 2.2168, 5.5099], [2.8965, -0.3312, -5.0888], [-0.2575, -2.7709, 5.6882], [0.0014, -3.6857, 3.4825], [1.1669, 1.3656, 4.5864], [1.7400, -3.6091, -0.4362], [5.2751, -0.3030, -3.6494], [-0.9869, 2.3487, 5.0495], [-0.3883, 3.2044, 5.9753], [0.9802, 3.1389, 6.2043], [0.1001, 2.8907, -4.8603], [1.5259, -2.1345, -0.5993], [2.8298, 2.1604, 5.6892], [-2.8711, 1.0414, 0.9731], [0.8215, 4.1395, -3.2502], [-2.0546, 2.3860, 4.8664], [-0.1883, -2.3094, 1.8661], [-6.7761, 2.2568, -0.3130], [-0.6525, -0.6700, 5.7974], [4.2703, -1.6485, -2.2818], [6.0080, 1.0108, -5.1836], [2.0142, 2.9859, -3.8500], [-0.9967, 3.9185, 6.5210], [-0.9660, 2.9936, -4.6277], [0.3511, 3.6149, -5.6417], [0.1782, -4.5316, 2.8246], [0.1413, -4.8437, 5.2838], [2.4556, -3.7736, 0.3700], [1.7710, 0.6497, 4.0343], [2.1688, -3.9994, -1.3552], [-5.3030, 2.6092, 0.6128], [-5.2394, 2.5230, -1.1588], [6.2029, -0.2957, -3.0906], [0.2546, 1.8838, -5.2734], [1.9131, 0.5804, -2.8300], [-2.8914, 1.4888, -0.6349], [-0.2892, -2.9011, 6.7652], [1.0875, 2.4398, -1.5552], [1.9679, -0.3656, -5.6540], [0.8087, -4.1202, -0.2171], [-6.0706, -2.3353, 0.0265], [-0.4905, 2.1986, -2.2966], [1.4429, 3.8097, 6.9208], [3.8812, 0.9971, -6.4602], [-0.0791, -2.1895, -3.1690]],
  "atomic_forces_ev_per_a": [[-1.891, 1.027, -0.377], [0.107, -0.039, -0.194], [-0.033, -0.162, 0.481], [0.235, 0.007, 0.098], [-0.353, 0.276, 0.155], [-0.157, 0.548, 0.340], [0.318, 0.692, -0.014], [-0.012, -0.400, -0.120], [3.575, -1.680, -0.843], [0.296, -0.798, 0.082], [-0.341, -0.584, 0.495], [0.549, 0.903, -0.010], [-0.091, 0.351, 0.202], [0.353, 0.489, -0.324], [-0.761, 0.010, 0.035], [-0.006, 0.059, -0.047], [0.252, 0.074, 0.015], [0.056, -0.040, 0.282], [0.316, -0.074, 0.215], [-0.071, 0.019, -0.172], [-0.070, -0.488, -0.039], [0.068, -0.021, 0.024], [-0.096, 0.018, -0.072], [0.014, -0.157, -0.236], [0.065, -0.201, -0.115], [-0.307, -0.002, -0.220], [-0.022, -0.131, 0.183], [0.040, -0.036, 0.053], [0.436, 0.241, 0.044], [0.189, -0.164, -0.180], [-0.117, 0.583, -0.087], [-0.019, -0.092, -0.087], [-0.013, 0.099, -0.023], [-0.033, 0.126, -0.046], [-0.021, 0.036, -0.072], [-0.096, 0.089, 0.016], [-0.035, -0.158, 0.228], [-0.074, -0.039, -0.053], [0.131, 0.057, 0.118], [0.017, -0.088, -0.079], [-0.088, -0.006, -0.041], [0.044, -0.089, -0.051], [-1.927, -0.066, 0.590], [-0.149, 0.016, -0.034], [-0.053, 0.168, 0.351], [0.054, -0.091, -0.014], [0.045, -0.011, 0.016], [0.019, 0.025, -0.323], [0.010, 0.012, -0.003], [-0.041, 0.010, 0.007], [0.003, 0.155, -0.232], [-0.100, -0.022, 0.057], [-0.077, 0.073, 0.037], [0.053, -0.057, -0.065], [0.151, -0.016, -0.046], [-0.032, -0.113, 0.102], [-0.003, 0.097, 0.081], [-0.006, 0.021, -0.007], [-0.004, -0.003, 0.028], [-0.049, 0.082, 0.078], [0.031, -0.028, 0.009], [-0.002, -0.051, -0.051], [-0.028, -0.050, 0.067], [-0.044, 0.002, -0.018], [-0.048, 0.223, 0.108], [0.261, -0.062, -0.009], [0.114, 0.243, -0.519], [0.033, 0.018, -0.102], [0.046, -0.086, 0.080], [0.103, 0.047, 0.080], [-0.056, -0.085, 0.060], [-0.139, -0.173, -0.038], [-0.225, -0.051, 0.084], [-0.038, -0.072, -0.043], [0.015, -0.078, 0.080], [-0.270, -0.328, 0.025]],
  "multiplicity": 2,
  "e_homo_ev": [-6.5, -6.0],
  "s2": 0.759,
  "lumo_energy_ha": [0.010, 0.010],
  "energy_ha": -4519.27264,
  "de_lowest_kcal_mol": 0.0
}